1.
A molecular structure, C24H26BF5N10O4S3Ti in a non-equilibrium geometry, computed with ωB97M-V with the def2-TZVPD basis set.

The calculation puts the lowest unoccupied orbital energy (spin up / spin down) at -3.45 / -4.45 eV. The expectation value of S² is 0.76. The calculated total energy is -4346.79794 a.u. The calculation puts the highest occupied orbital energy (spin up / spin down) at -10.6 / -10.6 eV. The relative energy (zero: lowest compared OMol25 entry of this formula, charge and spin) comes out at 353.2 kJ/mol. Its HOMO-LUMO gap (spin up / spin down) is 7.146 / 6.173 eV.

Geometry as ORCA input:
```
! wB97M-V def2-TZVPD RIJCOSX def2/J DEFGRID3
* xyz 1 2
Ti -0.33 0.42 -0.37
C -2.76 3.41 -0.48
C -2.61 2.47 0.67
C -3.42 2.45 1.81
C -2.79 1.60 2.69
N -1.68 1.14 2.10
N -1.57 1.64 0.84
B -0.59 0.26 2.70
N 0.78 0.84 2.28
C 1.86 1.07 3.05
C 2.88 1.50 2.24
C 2.36 1.49 0.94
C 3.09 1.87 -0.30
N 1.07 1.10 0.99
N -0.73 -1.10 1.95
C -0.51 -2.31 2.39
C -0.77 -3.25 1.31
C -1.27 -2.36 0.20
C -2.35 -2.70 -0.79
N -1.23 -1.03 0.70
N -0.63 0.17 4.19
C -0.56 1.23 5.04
C -0.22 0.75 6.28
C -0.10 -0.65 6.10
C 0.25 -1.68 7.12
N -0.34 -0.97 4.85
H -3.18 4.34 -0.12
H -3.43 3.01 -1.23
H -1.78 3.60 -0.92
H -4.35 2.97 1.95
H -3.07 1.31 3.68
H 1.84 0.93 4.11
H 3.87 1.78 2.53
H 4.16 1.87 -0.09
H 2.80 2.86 -0.63
H 2.88 1.17 -1.11
H -0.24 -2.47 3.42
H -1.04 -4.29 1.47
H -2.53 -3.77 -0.79
H -2.06 -2.39 -1.79
H -3.26 -2.17 -0.50
H -0.75 2.23 4.71
H -0.06 1.30 7.18
H -0.38 -1.58 7.99
H 1.29 -1.56 7.43
H 0.12 -2.67 6.69
O -0.02 -2.97 0.15
S 0.68 -1.02 -2.20
O 0.62 -2.45 -2.44
O 1.24 -0.63 -0.83
O -0.72 -0.41 -1.98
F -2.33 2.30 -6.87
C -1.74 2.32 -5.68
C -2.35 1.70 -4.59
F -3.50 1.06 -4.74
C -1.74 1.76 -3.34
F -2.38 1.25 -2.25
C -0.49 2.35 -3.16
S 0.32 2.38 -1.63
C 0.10 2.96 -4.28
F 1.29 3.55 -4.14
C -0.52 2.97 -5.52
F 0.06 3.58 -6.55
C 2.61 -4.37 -4.49
N 2.45 -2.94 -4.49
C 3.01 -2.11 -3.63
N 3.94 -2.52 -2.77
S 2.59 -0.45 -3.69
H 2.15 -4.78 -5.39
H 2.14 -4.82 -3.61
H 3.67 -4.63 -4.50
H 1.71 -2.56 -5.07
H 4.17 -3.49 -2.64
H 4.36 -1.84 -2.16
*
```



2.
A molecular structure, C24H26F6HgN2O2PS4SbSe4, computed with ωB97M-V with the def2-TZVPD basis set.

The calculation puts the lowest unoccupied orbital energy at 3.63 eV. The calculated total energy is -13723.22649 a.u. The calculation puts the highest occupied orbital energy at -1.9 eV. The relative energy (zero: lowest compared OMol25 entry of this formula, charge and spin) comes out at 60.4 kJ/mol. Its HOMO-LUMO gap is 5.552 eV.

Geometry as ORCA input:
```
! wB97M-V def2-TZVPD RIJCOSX def2/J DEFGRID3
* xyz -2 1
Hg 0.62 -0.55 -1.38
C -1.26 -3.17 1.25
C -0.19 -2.41 1.96
N 0.60 -1.57 1.39
C 1.51 -1.02 2.26
C 1.40 -1.46 3.55
S 0.12 -2.59 3.66
C 2.45 -0.01 1.78
C 3.25 0.77 2.54
S 4.19 1.79 1.53
C 3.42 1.12 0.14
N 2.53 0.22 0.43
C 3.79 1.51 -1.25
H -1.58 -2.60 0.38
H -2.12 -3.34 1.90
H -0.88 -4.14 0.90
H 2.01 -1.20 4.39
H 3.35 0.79 3.61
H 4.30 2.48 -1.26
H 2.90 1.56 -1.88
H 4.47 0.75 -1.64
O -2.54 -1.12 -0.43
S -3.93 -1.05 -0.96
C -4.38 0.73 -1.11
C -3.18 1.67 -1.15
C -2.86 2.32 0.19
C -1.63 3.21 0.10
S -0.08 2.24 0.35
O -0.54 0.83 0.52
C 0.27 2.75 2.04
C 1.01 3.90 2.27
C 1.37 4.24 3.57
C 1.00 3.41 4.62
C 0.28 2.25 4.38
C -0.09 1.91 3.09
C -3.84 -1.37 -2.72
C -4.81 -2.17 -3.30
C -4.72 -2.46 -4.65
C -3.66 -1.97 -5.40
C -2.69 -1.18 -4.80
C -2.76 -0.88 -3.45
H -5.05 0.94 -0.27
H -4.97 0.80 -2.02
H -3.39 2.46 -1.88
H -2.29 1.16 -1.51
H -2.70 1.54 0.94
H -3.71 2.93 0.52
H -1.65 4.00 0.86
H -1.53 3.66 -0.89
H 1.33 4.51 1.43
H 1.96 5.13 3.75
H 1.30 3.66 5.63
H 0.01 1.60 5.20
H -0.62 0.99 2.86
H -5.61 -2.58 -2.70
H -5.46 -3.10 -5.12
H -3.58 -2.21 -6.45
H -1.84 -0.81 -5.36
H -1.97 -0.30 -2.98
Se -1.77 -5.78 -1.29
Sb -0.84 -3.83 -2.32
Se 1.30 -3.08 -0.91
Se 0.19 1.31 -2.97
Se 1.67 -4.20 -2.96
F 4.50 -1.97 -0.41
P 6.02 -1.87 0.14
F 5.45 -1.44 1.61
F 6.59 -2.27 -1.32
F 6.07 -0.29 -0.28
F 7.54 -1.75 0.71
F 5.98 -3.43 0.57
*
```



3.
C24H26FN3O4S in the gas phase in a non-equilibrium geometry, computed with ωB97M-V with the def2-TZVPD basis set.

The calculation puts the lowest unoccupied orbital energy at 0.13 eV. The calculated total energy is -1893.42949 a.u. The calculation puts the highest occupied orbital energy at -8.7 eV. The relative energy (zero: lowest compared OMol25 entry of this formula, charge and spin) comes out at 151.5 kJ/mol. Its HOMO-LUMO gap is 8.856 eV. As for the SMILES: COc1ccc([C@H](CNC(=O)c2ccc(S(=O)(=O)Nc3ccc(F)cc3)cc2)N(C)C)cc1.

Geometry as ORCA input:
```
! wB97M-V def2-TZVPD RIJCOSX def2/J DEFGRID3
* xyz 0 1
C -2.25 -4.68 2.22
H -3.29 -4.89 1.95
O -1.59 -3.98 1.19
C -2.06 -2.76 0.83
C -3.15 -2.11 1.41
C -3.53 -0.86 0.96
C -2.85 -0.23 -0.07
C -1.76 -0.88 -0.65
C -1.37 -2.12 -0.21
H -0.53 -2.63 -0.65
H -1.22 -0.40 -1.46
C -3.23 1.17 -0.49
N -4.68 1.27 -0.66
C -5.14 0.37 -1.69
H -4.82 -0.64 -1.46
H -4.75 0.64 -2.69
H -6.22 0.40 -1.73
C -5.12 2.63 -0.94
H -4.95 3.27 -0.08
H -4.61 3.06 -1.81
H -6.19 2.61 -1.14
C -2.72 2.15 0.59
N -1.37 1.83 1.00
C -0.29 2.40 0.42
O -0.36 3.34 -0.34
C 1.02 1.80 0.83
C 1.19 0.43 1.03
C 2.44 -0.07 1.36
C 3.50 0.80 1.49
C 3.36 2.16 1.29
C 2.11 2.66 0.95
H 1.96 3.71 0.77
H 4.21 2.80 1.41
S 5.14 0.16 1.81
O 5.05 -1.22 2.20
O 5.88 1.07 2.63
N 5.86 0.27 0.29
C 5.22 -0.20 -0.85
C 5.27 0.53 -2.04
C 4.63 0.06 -3.17
C 3.93 -1.13 -3.10
C 3.87 -1.87 -1.93
C 4.52 -1.40 -0.81
H 4.51 -1.96 0.11
H 3.32 -2.80 -1.91
F 3.29 -1.58 -4.20
H 4.67 0.61 -4.10
H 5.82 1.45 -2.08
H 6.37 1.13 0.19
H 2.59 -1.12 1.53
H 0.36 -0.25 0.90
H -1.25 1.00 1.57
H -3.38 2.10 1.46
H -2.69 3.17 0.21
H -2.70 1.42 -1.44
H -4.38 -0.36 1.40
H -3.71 -2.57 2.20
H -1.72 -5.62 2.32
H -2.22 -4.14 3.17
*
```



4.
C24H26FN3O6 in the gas phase, computed with ωB97M-V with the def2-TZVPD basis set.

The calculation puts the lowest unoccupied orbital energy at 0.51 eV. The calculated total energy is -1645.82616 a.u. The calculation puts the highest occupied orbital energy at -8.5 eV. The relative energy (zero: lowest compared OMol25 entry of this formula, charge and spin) comes out at 0.0 kJ/mol. Its HOMO-LUMO gap is 8.984 eV. As for the SMILES: CCOC(=O)c1ccc(NC(=O)C[C@H]2C(=O)N(c3ccc(F)cc3)C(=O)N2CCCOC)cc1.

Geometry as ORCA input:
```
! wB97M-V def2-TZVPD RIJCOSX def2/J DEFGRID3
* xyz 0 1
C -7.84 -0.98 -0.18
C -6.84 0.14 0.08
H -6.83 0.40 1.14
H -7.06 1.02 -0.52
O -5.52 -0.25 -0.31
C -4.80 -0.94 0.59
O -5.21 -1.25 1.68
C -3.43 -1.22 0.10
C -2.54 -1.86 0.96
C -1.23 -2.07 0.59
C -0.79 -1.64 -0.66
C -1.70 -1.04 -1.54
C -3.00 -0.83 -1.16
H -3.70 -0.35 -1.83
H -1.35 -0.71 -2.51
N 0.54 -1.72 -1.08
C 1.64 -1.86 -0.29
O 1.64 -2.33 0.83
C 2.90 -1.28 -0.93
H 2.90 -1.40 -2.01
H 3.79 -1.75 -0.51
C 2.92 0.23 -0.60
N 2.86 0.50 0.81
C 1.70 1.08 1.18
O 1.36 1.42 2.28
N 0.94 1.28 -0.01
C 1.63 0.86 -1.11
O 1.26 0.90 -2.26
C -0.41 1.72 -0.01
C -0.90 2.45 -1.08
C -2.23 2.82 -1.11
C -3.05 2.47 -0.05
C -2.57 1.76 1.03
C -1.25 1.37 1.05
H -0.86 0.81 1.88
H -3.24 1.50 1.84
F -4.35 2.83 -0.08
H -2.63 3.38 -1.94
H -0.25 2.72 -1.90
C 3.84 0.10 1.79
H 3.38 0.31 2.76
C 5.17 0.86 1.67
C 6.23 0.15 0.84
O 5.89 0.17 -0.53
C 6.84 -0.45 -1.35
H 7.82 0.06 -1.27
H 6.48 -0.37 -2.38
H 6.97 -1.50 -1.09
H 6.35 -0.89 1.18
H 7.20 0.65 0.97
H 4.98 1.84 1.25
H 5.58 0.99 2.67
H 4.00 -0.98 1.71
H 3.81 0.68 -1.05
H 0.69 -1.34 -2.00
H -0.53 -2.55 1.26
H -2.89 -2.16 1.94
H -7.82 -1.27 -1.23
H -7.61 -1.84 0.44
H -8.84 -0.63 0.07
*
```



Question: The highest relative energy (zero: lowest compared OMol25 entry of this formula, charge and spin) belongs to which entry?
Answer: C24H26BF5N10O4S3Ti